150
Properties=species:S:1:pos:R:3:mulliken_charge:R:1 method="wB97M-V/def2-TZVPD" smiles="COC[C@H](C)N.COC[C@H](C)N.COC[C@H](C)N.COC[C@H](C)N.COC[C@H](C)N.COC[C@H](C)N.NC(N)=O.NC(N)=O.NC(N)=O.NC(N)=O.NC(N)=O.NC(N)=O" relative_energy_ev=9.478 homo_energy_ha=-0.3304 lumo_energy_ha=-0.0060 gap_ev=8.83 charge=0
C 0.29 -2.45 -4.76 0.688
O 0.77 -1.75 -3.92 -0.640
N 0.48 -3.74 -4.94 -0.386
N -0.70 -2.17 -5.56 -0.324
H 0.07 -4.04 -5.81 0.165
H 1.26 -4.19 -4.48 0.238
H -1.13 -2.84 -6.19 0.126
H -1.19 -1.29 -5.51 0.136
C 4.96 -1.91 -0.79 0.729
O 4.91 -2.85 -1.59 -0.696
N 6.00 -1.50 -0.08 -0.379
N 3.95 -1.14 -0.51 -0.349
H 6.92 -1.85 -0.32 0.199
H 5.92 -0.71 0.55 0.148
H 4.13 -0.24 -0.10 0.143
H 3.20 -1.22 -1.18 0.221
C -6.09 1.22 5.01 0.580
O -6.95 0.44 4.75 -0.619
N -5.80 1.69 6.22 -0.415
N -5.35 1.85 4.12 -0.300
H -4.85 2.02 6.17 0.188
H -6.16 1.10 6.96 0.253
H -5.52 1.92 3.13 0.208
H -4.62 2.45 4.49 0.106
C 1.89 6.52 4.97 0.651
O 2.26 7.44 5.66 -0.658
N 0.92 5.63 5.35 -0.365
N 2.27 6.39 3.74 -0.371
H 0.43 5.76 6.22 0.191
H 0.58 4.92 4.72 0.155
H 2.87 7.14 3.45 0.231
H 1.70 5.74 3.22 0.175
C -3.24 6.55 0.53 0.689
O -4.03 5.68 0.23 -0.659
N -2.80 7.41 -0.34 -0.382
N -2.51 6.65 1.60 -0.387
H -2.10 8.10 -0.10 0.140
H -3.08 7.39 -1.31 0.211
H -2.72 5.97 2.32 0.213
H -1.96 7.47 1.80 0.176
C -0.86 1.75 1.84 0.686
O -0.98 2.60 2.66 -0.654
N -0.95 0.46 2.06 -0.414
N -0.66 1.87 0.55 -0.377
H -1.34 -0.08 1.31 0.194
H -0.95 0.14 3.02 0.189
H -0.49 1.06 -0.03 0.161
H -0.68 2.82 0.21 0.209
C -2.06 -3.83 7.39 -1.437
C -1.20 -3.54 8.62 0.764
C -1.91 -4.10 9.83 -1.020
O -1.50 -3.52 11.07 -0.378
C -0.47 -4.16 11.78 -0.659
N 0.15 -3.93 8.48 -0.600
H -1.95 -4.83 6.96 0.336
H -2.23 -3.12 6.58 0.336
H -3.12 -3.91 7.67 0.381
H -1.10 -2.48 8.84 0.240
H -1.96 -5.18 9.96 0.409
H -2.97 -3.82 9.88 0.377
H 0.40 -4.15 11.12 0.283
H -0.70 -5.17 12.11 0.273
H -0.24 -3.59 12.67 0.253
H 0.41 -4.36 9.35 0.140
H 0.73 -3.11 8.36 0.307
C 1.50 -4.32 2.76 -1.401
C 1.62 -5.82 3.05 0.924
C 2.33 -6.50 1.88 -0.731
O 1.52 -7.23 0.93 -0.389
C 0.80 -6.46 0.01 -0.479
N 2.25 -6.11 4.37 -0.763
H 2.38 -3.95 2.23 0.322
H 1.33 -3.63 3.59 0.346
H 0.79 -4.03 1.98 0.313
H 0.57 -6.13 3.02 0.083
H 2.98 -7.28 2.28 0.301
H 3.02 -5.96 1.24 0.343
H 0.11 -7.09 -0.55 0.242
H 1.44 -5.80 -0.58 0.305
H 0.09 -5.95 0.67 0.112
H 1.88 -5.61 5.16 0.213
H 2.10 -7.09 4.56 0.245
C -5.61 0.79 -9.85 -1.384
C -5.22 0.68 -8.39 0.567
C -4.12 1.74 -7.97 -0.801
O -3.60 1.48 -6.67 -0.263
C -2.69 2.43 -6.13 -0.888
N -6.42 0.78 -7.62 -0.734
H -6.31 -0.03 -10.02 0.361
H -4.74 0.63 -10.50 0.376
H -6.18 1.65 -10.19 0.349
H -4.65 -0.25 -8.29 0.199
H -4.76 2.62 -8.02 0.318
H -3.31 1.90 -8.68 0.396
H -2.25 2.14 -5.18 0.343
H -2.98 3.48 -6.11 0.308
H -1.77 2.13 -6.64 0.338
H -7.05 0.07 -7.95 0.256
H -6.19 0.43 -6.70 0.260
C 2.15 5.89 -4.21 -1.397
C 2.53 4.50 -4.76 0.350
C 4.00 4.54 -5.46 -0.627
O 4.15 5.55 -6.46 -0.382
C 3.52 5.49 -7.65 -0.746
N 2.39 3.63 -3.69 -0.615
H 2.09 6.73 -4.90 0.338
H 2.76 6.26 -3.39 0.336
H 1.16 5.90 -3.75 0.389
H 1.81 4.24 -5.53 0.285
H 4.21 3.56 -5.88 0.379
H 4.76 4.59 -4.68 0.304
H 4.07 6.26 -8.18 0.280
H 2.46 5.74 -7.58 0.291
H 3.89 4.70 -8.29 0.323
H 2.46 2.68 -4.05 0.257
H 3.08 3.84 -2.99 0.233
C 8.71 4.41 0.16 -1.640
C 7.87 3.20 0.17 0.679
C 6.65 3.36 1.15 -0.784
O 5.95 2.13 1.24 -0.222
C 4.80 2.25 2.09 -0.938
N 7.47 3.02 -1.19 -0.626
H 9.13 4.92 1.03 0.412
H 8.23 5.30 -0.24 0.401
H 9.56 4.27 -0.51 0.339
H 8.52 2.40 0.51 0.167
H 6.02 4.07 0.61 0.322
H 7.04 3.78 2.08 0.407
H 5.21 2.40 3.09 0.377
H 4.29 1.29 2.14 0.284
H 4.08 3.06 1.98 0.369
H 8.17 3.05 -1.91 0.252
H 7.13 2.07 -1.29 0.190
C -4.98 -6.46 -3.72 -1.470
C -5.04 -5.26 -2.90 0.443
C -4.50 -5.62 -1.46 -0.587
O -4.62 -4.49 -0.65 -0.362
C -4.47 -4.61 0.78 -0.718
N -4.18 -4.13 -3.38 -0.713
H -5.39 -6.22 -4.70 0.386
H -5.64 -7.28 -3.45 0.374
H -3.94 -6.80 -3.75 0.324
H -6.01 -4.76 -2.89 0.303
H -3.43 -5.84 -1.47 0.261
H -4.83 -6.62 -1.18 0.440
H -3.96 -5.53 1.04 0.322
H -5.43 -4.53 1.29 0.254
H -3.86 -3.83 1.23 0.220
H -3.30 -4.57 -3.60 0.215
H -3.95 -3.59 -2.56 0.304

---

135
Properties=species:S:1:pos:R:3:mulliken_charge:R:1 method="wB97M-V/def2-TZVPD" relative_energy_ev=7.538 homo_energy_ha=-0.3247 lumo_energy_ha=0.0119 gap_ev=9.16 charge=0
C -3.19 -2.90 -2.55 -1.320
C -2.34 -2.68 -1.30 1.840
O -3.08 -2.97 -0.13 -0.628
H -4.12 -2.34 -2.49 0.116
H -3.47 -3.94 -2.72 0.400
H -2.67 -2.62 -3.47 0.264
H -2.12 -1.61 -1.20 -0.706
H -1.36 -3.15 -1.38 -0.392
H -2.81 -2.49 0.66 -0.036
C -1.43 1.05 -6.04 -1.398
C -1.14 0.21 -4.75 0.393
O -0.03 -0.63 -5.00 -0.722
H -2.36 1.59 -5.89 0.408
H -1.45 0.30 -6.84 0.410
H -0.67 1.81 -6.20 0.300
H -2.01 -0.44 -4.63 0.127
H -0.99 0.85 -3.88 -0.162
H 0.08 -1.15 -4.20 0.522
C 1.25 -4.12 -2.26 -1.187
C 1.53 -2.58 -2.55 0.582
O 0.31 -1.84 -2.59 -0.098
H 1.27 -4.24 -1.18 0.090
H 2.12 -4.64 -2.65 0.410
H 0.32 -4.40 -2.75 0.327
H 2.03 -2.48 -3.52 0.635
H 2.16 -2.14 -1.78 -0.667
H 0.10 -1.60 -1.68 -0.632
C -2.08 1.98 -3.44 0.819
C -2.99 3.20 -3.54 -0.882
O -4.30 2.69 -3.35 -0.475
H -2.28 1.30 -4.27 -0.094
H -2.30 1.44 -2.51 -0.125
H -1.03 2.24 -3.30 -0.120
H -2.86 3.68 -4.52 0.452
H -2.79 4.02 -2.84 0.339
H -4.94 3.20 -3.87 0.244
C 4.22 0.09 -1.50 -0.133
C 5.29 -0.91 -1.87 -0.236
O 5.78 -0.51 -3.13 -0.555
H 3.95 -0.13 -0.46 -0.021
H 3.25 -0.12 -1.96 -0.206
H 4.47 1.14 -1.66 0.426
H 4.79 -1.88 -1.89 0.027
H 6.18 -0.95 -1.23 0.348
H 6.38 -1.18 -3.46 0.303
C 1.17 0.50 5.83 -1.255
C -0.04 0.47 4.84 -0.023
O 0.43 0.32 3.50 0.524
H 2.00 -0.11 5.47 0.154
H 0.84 0.14 6.81 0.440
H 1.66 1.47 5.91 0.311
H -0.58 1.42 4.88 0.180
H -0.87 -0.23 4.96 0.185
H -0.15 0.85 2.93 -0.050
C -3.78 2.81 3.36 -1.218
C -2.53 2.98 2.51 -0.130
O -1.77 1.80 2.66 -0.236
H -3.62 2.32 4.31 0.197
H -4.56 2.44 2.70 0.277
H -4.06 3.84 3.61 0.434
H -1.95 3.77 2.98 0.291
H -2.77 3.18 1.46 0.211
H -2.18 1.03 2.25 -0.214
C -0.46 0.75 -0.28 1.376
C 0.79 0.01 0.16 1.270
O 0.41 -1.40 0.22 2.356
H -0.70 0.45 -1.30 -0.975
H -0.37 1.83 -0.15 0.725
H -1.32 0.55 0.36 -1.263
H 1.19 0.32 1.13 -1.122
H 1.56 0.16 -0.59 -0.529
H 1.24 -1.87 0.35 -0.660
C -4.66 -1.28 2.68 -1.092
C -3.17 -1.57 2.90 -0.098
O -2.36 -1.00 1.88 0.347
H -5.10 -1.54 3.64 0.513
H -5.17 -1.71 1.83 0.137
H -4.75 -0.19 2.67 0.094
H -3.04 -2.65 2.96 0.299
H -2.89 -1.20 3.88 0.236
H -1.45 -1.33 1.92 -0.362
C 5.08 0.18 2.91 -1.409
C 3.61 0.50 2.96 0.510
O 2.87 -0.74 3.05 -0.600
H 5.16 -0.47 2.04 0.182
H 5.47 -0.22 3.85 0.378
H 5.59 1.12 2.70 0.406
H 3.29 0.92 2.01 -0.195
H 3.51 1.18 3.81 0.299
H 1.95 -0.50 3.27 0.196
C 1.70 3.98 1.80 -0.649
C 0.98 5.27 1.54 -0.400
O 1.49 5.79 0.28 -0.479
H 2.78 3.89 1.65 0.476
H 1.35 3.19 1.12 -0.061
H 1.39 3.54 2.75 0.306
H 1.27 5.98 2.32 0.347
H -0.10 5.18 1.52 0.264
H 1.16 6.68 0.17 0.256
C -0.86 -4.43 1.48 -0.195
C 0.03 -4.56 2.71 0.095
O -0.44 -5.68 3.47 -0.556
H -0.44 -3.51 1.05 -0.546
H -1.90 -4.55 1.77 0.357
H -0.56 -5.25 0.83 0.470
H 0.05 -3.66 3.35 0.094
H 1.11 -4.67 2.62 -0.084
H 0.33 -6.05 3.92 0.341
C -4.60 0.67 -0.43 -0.468
C -5.62 -0.09 -1.30 -0.705
O -5.17 -0.08 -2.65 -0.517
H -4.57 1.69 -0.80 0.548
H -3.60 0.25 -0.46 -0.030
H -4.99 0.78 0.58 0.253
H -6.64 0.31 -1.32 0.374
H -5.64 -1.12 -0.93 0.275
H -4.95 0.82 -2.91 0.267
C 2.68 4.50 -3.29 -1.265
C 1.77 3.87 -2.24 0.275
O 2.56 3.43 -1.15 -0.420
H 3.48 5.05 -2.78 0.341
H 2.18 5.12 -4.04 0.357
H 3.29 3.72 -3.74 0.345
H 1.18 3.04 -2.61 -0.107
H 1.05 4.63 -1.93 0.221
H 2.94 4.25 -0.82 0.206
C 4.88 -3.66 0.35 -0.961
C 3.74 -3.75 1.33 -0.442
O 2.79 -2.70 1.13 -0.014
H 5.53 -2.81 0.58 0.256
H 4.52 -3.49 -0.66 -0.020
H 5.45 -4.59 0.31 0.459
H 4.07 -3.72 2.37 0.401
H 3.22 -4.70 1.22 0.315
H 2.99 -2.01 1.77 -0.071

---

147
Properties=species:S:1:pos:R:3:mulliken_charge:R:1 method="wB97M-V/def2-TZVPD" s2=0.75 homo_energy_ha="0.0072 / -0.2438" multiplicity=2 lumo_energy_ha="0.0697 / 0.0691" gap_ev="1.70 / 8.52" charge=-1
O -2.20 2.45 -1.41 -0.471
H -2.06 1.95 -2.22 -0.032
H -3.11 2.30 -1.18 0.198
O 3.93 -2.25 -2.31 0.438
H 4.55 -2.98 -2.26 -0.062
H 3.97 -1.84 -1.45 -0.384
O -3.47 0.19 0.53 -0.767
H -3.69 1.01 0.07 0.293
H -2.51 0.21 0.59 -0.508
O 4.55 -1.02 0.12 1.925
H 5.48 -0.82 0.03 -0.875
H 4.45 -1.31 1.02 0.129
C 2.20 2.14 3.45 -0.541
C 1.74 3.06 4.66 -1.043
O 1.02 2.43 5.57 -0.501
O 1.14 1.63 2.64 0.639
H 2.80 1.29 3.79 -0.003
H 2.91 2.72 2.87 0.593
H 1.20 3.91 4.24 0.313
H 2.65 3.41 5.15 0.472
H 1.45 1.60 5.78 0.334
H 1.59 1.18 1.92 -0.456
C -2.51 -3.53 0.62 -0.187
C -1.95 -2.97 1.95 1.074
O -0.90 -3.80 2.36 -0.364
O -3.38 -4.58 0.88 -0.595
H -1.70 -3.82 -0.04 -0.135
H -3.00 -2.65 0.19 0.323
H -2.76 -2.74 2.65 0.213
H -1.67 -1.93 1.82 -1.079
H -1.36 -4.64 2.37 0.402
H -3.83 -4.89 0.09 0.346
C -1.98 5.77 1.32 -0.864
C -1.56 4.38 1.80 -0.076
O -2.39 3.38 1.23 -0.367
O -1.65 5.82 -0.04 -0.441
H -1.33 6.42 1.90 0.414
H -3.01 6.07 1.53 0.306
H -1.63 4.22 2.87 0.376
H -0.55 4.15 1.45 0.175
H -2.19 3.51 0.30 0.151
H -2.34 5.38 -0.55 0.306
C 1.93 -1.69 -5.40 -0.482
C 2.22 -0.47 -4.51 -0.932
O 1.47 -0.59 -3.34 0.030
O 2.51 -1.54 -6.66 -0.507
H 0.93 -2.02 -5.69 0.236
H 2.25 -2.56 -4.83 0.172
H 1.93 0.42 -5.06 0.366
H 3.27 -0.42 -4.20 0.435
H 1.85 -1.28 -2.78 -0.433
H 1.90 -2.03 -7.22 0.360
C -0.35 0.11 -0.15 0.190
C 1.04 -0.48 0.15 1.386
O 2.08 0.52 0.23 -1.672
O -0.91 0.63 1.12 3.842
H -1.03 -0.46 -0.79 -0.227
H -0.14 0.94 -0.82 -0.351
H 1.43 -0.98 -0.74 -0.658
H 1.09 -1.22 0.95 -0.613
H 2.90 0.18 -0.12 0.310
H -0.37 1.23 1.64 -1.062
C 0.82 -5.18 -1.34 -1.453
C 0.19 -4.29 -2.43 0.110
C -1.27 -4.75 -2.77 0.221
O -1.20 -5.76 -3.73 -0.411
C -2.45 -6.20 -4.29 -0.756
N 0.29 -3.04 -1.74 0.737
H 0.12 -5.30 -0.51 0.134
H 1.74 -4.84 -0.87 0.310
H 1.20 -6.17 -1.61 0.443
H 0.72 -4.44 -3.37 0.548
H -1.80 -3.92 -3.23 -0.128
H -1.87 -4.96 -1.88 0.256
H -2.95 -5.39 -4.82 0.278
H -3.08 -6.80 -3.64 0.275
H -2.15 -6.90 -5.07 0.300
H 0.03 -2.22 -2.28 -0.503
H 1.26 -2.99 -1.45 -0.023
C -1.74 1.58 4.27 -0.794
C -1.42 0.25 4.96 0.379
C -2.64 -0.74 4.99 -0.697
O -3.90 -0.36 5.65 -0.420
C -3.80 0.12 6.93 -0.719
N -0.25 -0.35 4.39 -0.179
H -2.60 2.14 4.63 0.540
H -2.10 1.30 3.28 0.105
H -1.00 2.38 4.21 0.021
H -1.04 0.53 5.94 0.313
H -2.35 -1.57 5.63 0.562
H -2.92 -1.12 4.00 0.018
H -4.16 -0.65 7.60 0.297
H -4.68 0.75 6.98 0.246
H -2.85 0.59 7.20 0.305
H 0.23 0.39 3.90 -0.190
H -0.64 -0.90 3.64 -0.022
C -2.66 -1.20 -3.86 -1.109
C -2.35 0.09 -4.66 0.830
C -3.54 0.80 -5.11 -1.180
O -3.30 1.68 -6.28 -0.374
C -4.45 2.44 -6.56 -0.771
N -1.55 0.96 -3.85 -0.202
H -3.14 -1.04 -2.89 0.269
H -1.88 -1.91 -3.57 -0.278
H -3.33 -1.72 -4.54 0.514
H -1.89 -0.20 -5.61 0.257
H -3.99 1.16 -4.19 0.330
H -4.29 0.16 -5.59 0.535
H -4.49 3.37 -5.99 0.281
H -5.40 1.98 -6.31 0.335
H -4.49 2.68 -7.62 0.249
H -0.69 0.50 -3.62 -0.247
H -1.29 1.65 -4.54 0.230
C 3.18 -3.51 1.96 -1.898
C 3.11 -2.93 3.41 0.502
C 3.64 -1.55 3.73 0.082
O 4.57 -1.09 2.76 -0.005
C 4.97 0.21 3.03 -1.362
N 1.85 -3.30 4.01 -0.697
H 4.13 -3.35 1.46 0.808
H 2.39 -3.01 1.40 -0.019
H 3.08 -4.59 1.99 0.378
H 3.86 -3.52 3.94 0.296
H 3.78 -1.38 4.80 0.458
H 2.75 -0.92 3.71 -0.678
H 4.94 0.62 4.04 0.445
H 4.37 0.86 2.40 0.163
H 5.97 0.16 2.60 0.418
H 1.42 -2.46 4.38 0.308
H 1.31 -3.67 3.24 0.239
C 0.26 4.56 -2.72 -1.168
C 1.48 4.86 -1.84 0.378
C 1.83 3.71 -0.85 -0.138
O 2.88 3.89 0.14 -0.296
C 2.56 4.88 1.12 -0.613
N 2.48 5.13 -2.73 -0.709
H -0.35 3.76 -2.29 -0.099
H 0.36 4.15 -3.73 0.409
H -0.36 5.46 -2.72 0.291
H 1.09 5.69 -1.25 0.495
H 2.11 2.83 -1.43 0.046
H 0.98 3.46 -0.22 -0.317
H 1.71 4.59 1.74 -0.012
H 2.35 5.88 0.73 0.343
H 3.36 4.94 1.85 0.385
H 2.85 4.19 -2.75 0.422
H 3.22 5.71 -2.37 0.316

---

For reference, total energy by record: -83956.1550 -63275.7694 -78961.0650 eV.